59
Properties=species:S:1:pos:R:3:mulliken_charge:R:1 method="wB97M-V/def2-TZVPD" homo_lumo_gap_ev=6.7 energy_ha=-3377.85912 charge=+1 relative_energy_kj_mol=6.3
La -0.282 -0.762 0.371 1.3412
C -1.171 -3.758 -2.421 -1.4176
C -1.482 -2.302 -2.227 1.0866
C -0.594 -1.308 -2.642 -0.5720
C -0.912 0.044 -2.488 -0.5171
C -2.096 0.422 -1.872 -0.4892
C -2.990 -0.562 -1.440 -0.5110
C -2.689 -1.900 -1.638 -0.3762
H -2.023 -4.281 -2.854 0.4016
H -0.949 -4.255 -1.474 0.1996
H -0.318 -3.890 -3.082 0.4142
H 0.336 -1.583 -3.127 0.3534
H -0.223 0.798 -2.855 0.3707
H -2.335 1.471 -1.748 0.4120
H -3.924 -0.277 -0.973 0.3860
H -3.405 -2.658 -1.350 0.4052
O -0.217 1.586 0.516 -0.5113
C 0.734 2.385 0.521 -0.0659
C 2.082 2.111 0.115 0.6405
C 2.962 3.213 0.180 -0.7602
C 4.248 3.051 -0.263 -0.4381
C 4.716 1.849 -0.788 -0.3927
C 3.871 0.763 -0.860 -0.6872
C 2.551 0.865 -0.392 0.4272
O 1.752 -0.174 -0.419 -0.2471
N 5.171 4.207 -0.191 1.0116
O 4.764 5.199 0.367 -0.6009
O 6.305 4.019 -0.566 -0.6019
H 0.514 3.409 0.855 0.3971
H 2.648 4.174 0.562 0.5524
H 5.738 1.785 -1.135 0.5151
H 4.207 -0.182 -1.260 0.5103
C 1.275 -0.546 6.149 -1.2520
C 1.333 -1.136 4.784 0.6217
C 2.033 -2.222 4.283 -1.0798
C 1.683 -2.301 2.930 0.3947
N 0.835 -1.323 2.612 0.1217
N 0.638 -0.624 3.757 0.2702
C 2.092 -3.295 1.894 -1.2780
H 1.726 -1.231 6.864 0.3559
H 0.248 -0.362 6.455 0.2617
H 1.825 0.394 6.185 0.3261
H 2.692 -2.867 4.828 0.4847
H -0.094 0.075 3.764 0.3254
H 2.956 -3.874 2.212 0.3915
H 2.381 -2.806 0.958 0.2631
H 1.285 -4.004 1.693 0.1119
C -3.972 -1.616 5.438 -0.9033
S -2.201 -1.944 5.368 0.0569
C -2.065 -2.713 3.801 0.0143
C -2.184 -2.145 2.581 -0.0382
S -2.419 -0.429 2.219 -0.3418
S -2.012 -3.296 1.265 0.0014
C -1.480 -4.684 2.168 -0.0362
S -0.968 -6.060 1.444 -0.1445
S -1.639 -4.411 3.847 -0.1177
H -4.129 -1.043 6.349 0.3857
H -4.548 -2.535 5.494 0.3203
H -4.296 -1.013 4.596 0.2481

***

64
Properties=species:S:1:pos:R:3:mulliken_charge:R:1 method="wB97M-V/def2-TZVPD" homo_lumo_gap_ev=7.9 energy_ha=-1942.98034 relative_energy_kj_mol=266.7
C 5.301 4.646 3.742 -0.8504
O 4.667 3.398 3.901 -0.4547
C 3.946 2.896 2.870 0.9129
C 3.787 3.511 1.631 -0.4321
C 3.028 2.902 0.648 -0.1041
C 2.421 1.680 0.890 -1.5098
N 1.647 1.069 -0.119 0.9113
C 0.460 1.518 -0.625 0.4851
S -0.316 2.961 -0.055 -0.0653
C -1.766 3.013 -1.165 -0.9821
C -2.898 2.097 -0.693 0.7704
O -3.864 2.542 -0.114 -0.6559
N -2.672 0.804 -1.013 0.0289
C -3.438 -0.321 -0.702 0.2715
C -2.887 -1.563 -1.009 -0.6061
C -3.564 -2.747 -0.744 -1.2743
C -4.806 -2.642 -0.166 1.1331
C -5.361 -1.399 0.141 0.9975
C -4.705 -0.221 -0.114 -1.2359
O -6.597 -1.581 0.702 -0.4908
C -6.805 -2.975 0.740 -0.2520
O -5.682 -3.635 0.198 -0.4844
N 0.027 0.700 -1.549 -0.8494
N 0.925 -0.296 -1.668 -0.3638
C 1.891 -0.088 -0.824 0.1874
C 3.124 -0.920 -0.619 0.1336
C 4.301 -0.254 -1.343 -1.7764
N 2.977 -2.317 -0.974 0.1540
C 2.739 -2.591 -2.384 -0.3501
C 2.889 -4.087 -2.644 -0.9391
C 1.890 -4.867 -1.799 -0.6441
C 2.100 -4.503 -0.334 -0.9694
C 1.984 -2.992 -0.154 -0.2987
C 2.566 1.063 2.129 -0.0672
C 3.325 1.665 3.106 -0.8844
H 6.045 4.619 2.941 0.3383
H 5.799 4.844 4.690 0.2446
H 4.576 5.441 3.543 0.3455
H 4.246 4.463 1.419 0.3998
H 2.904 3.381 -0.311 0.5712
H -2.107 4.047 -1.126 0.4461
H -1.420 2.754 -2.165 0.3751
H -1.766 0.596 -1.451 0.1144
H -1.908 -1.603 -1.464 0.4653
H -3.137 -3.707 -0.981 0.4351
H -5.136 0.734 0.129 0.5732
H -7.702 -3.230 0.152 0.2374
H -6.954 -3.298 1.783 0.2334
H 3.352 -0.904 0.456 0.3915
H 4.047 -0.017 -2.373 0.3709
H 4.568 0.669 -0.833 0.3855
H 5.154 -0.925 -1.329 0.4262
H 3.478 -2.049 -2.974 0.3501
H 1.736 -2.257 -2.689 0.2277
H 2.733 -4.286 -3.705 0.3926
H 3.903 -4.393 -2.381 0.3550
H 2.020 -5.941 -1.946 0.3339
H 0.874 -4.603 -2.099 0.2720
H 1.362 -5.000 0.298 0.3990
H 3.095 -4.819 -0.020 0.3712
H 2.167 -2.734 0.894 0.3044
H 0.961 -2.671 -0.414 0.1903
H 2.073 0.123 2.323 0.5637
H 3.449 1.206 4.074 0.4411

***

20
Properties=species:S:1:pos:R:3:mulliken_charge:R:1 method="wB97M-V/def2-TZVPD" homo_lumo_gap_ev=10.0 energy_ha=-344.69044 charge=+1 relative_energy_kj_mol=200.6
C 1.695 -1.630 0.648 -0.5560
O 2.717 -2.180 -0.133 -0.4954
C 0.345 -1.701 -0.068 -0.4057
N -0.601 -0.709 0.532 -0.1943
H 1.627 -2.048 1.657 0.3456
H 1.985 -0.580 0.779 0.3546
H 2.724 -3.135 -0.074 0.3266
H 0.486 -1.431 -1.112 0.2924
H -0.094 -2.696 -0.011 0.3873
H -0.683 -0.791 1.541 0.3595
H -1.547 -0.853 0.182 0.3765
C -1.548 2.458 -0.027 -0.0271
C -2.611 2.265 -0.796 -0.7209
N -0.258 1.896 -0.278 -0.7187
H -1.586 3.043 0.883 0.3071
H -3.553 2.709 -0.515 0.2671
H -2.496 1.673 -1.697 0.2434
H -0.297 0.268 0.245 0.3475
H -0.058 1.805 -1.270 0.2640
H 0.445 2.523 0.110 0.2464

***

17
Properties=species:S:1:pos:R:3:mulliken_charge:R:1 method="wB97M-V/def2-TZVPD" homo_lumo_gap_ev=10.7 energy_ha=-608.97014 charge=+1 relative_energy_kj_mol=90.6
N 2.510 -0.565 -0.180 -0.4104
P 1.713 0.868 -0.270 0.1438
N 0.063 0.393 0.806 -0.2924
C -0.492 -0.916 0.347 -0.6335
C -1.409 -0.531 -0.742 -0.1340
C -1.863 0.711 -0.658 -0.4948
C -1.179 1.335 0.550 -0.4708
H 2.721 -1.208 -0.901 0.2705
H 3.290 -0.426 0.441 0.2758
H 0.926 0.836 -1.567 0.1339
H 0.373 0.431 1.722 0.3279
H -1.154 -1.444 1.023 0.3111
H 0.218 -1.678 0.056 0.3995
H -1.633 -1.383 -1.557 0.3080
H -2.568 1.331 -1.080 0.5144
H -0.694 2.225 0.350 0.4170
H -1.761 1.075 1.514 0.3341